No. 1
24
Properties=species:S:1:pos:R:3:lowdin_spin:R:1 method="wB97M-V/def2-TZVPD" de_lowest_kj_mol=65.60 mol_weight_g_mol=122.19 gap_ev="3.78 / 10.05" multiplicity=2 s2=0.751 homo_ev="-3.01 / -9.48" e_tot_ev=-10921.530
N -1.230 -2.022 -1.396 0.204
C 0.128 -2.284 -0.690 0.130
C 0.952 -1.026 -0.589 0.036
N 0.526 -0.160 0.527 0.010
C 1.588 0.845 0.747 0.003
C 0.994 1.893 1.687 0.002
N 0.055 2.732 0.914 0.005
H -1.076 -2.135 -2.426 0.149
H -1.503 -1.024 -1.254 0.031
H -1.996 -2.659 -1.084 0.162
H 0.603 -3.100 -1.251 0.041
H -0.143 -2.834 0.213 0.036
H 1.050 -0.634 -1.610 0.022
H 1.964 -1.464 -0.488 0.005
H -0.293 0.281 0.117 0.011
H 2.359 0.300 1.300 0.001
H 1.981 1.333 -0.151 0.001
H 1.753 2.571 2.133 0.000
H 0.508 1.521 2.588 0.001
H -0.617 3.213 1.477 0.002
H 0.590 3.335 0.315 0.001
H -2.748 1.166 -0.716 0.019
H -2.793 -0.041 0.281 0.039
O -2.651 0.196 -0.643 0.090

No. 2
23
Properties=species:S:1:pos:R:3:nbo_charge:R:1 method="wB97M-V/def2-TZVPD" smiles=Cc1ccsc1C#Cc1cccnc1 de_lowest_kj_mol=75.29 mol_weight_g_mol=199.28 gap_ev=8.67 homo_ev=-8.42 e_tot_ev=-24912.517
C 1.248 -2.557 0.750 -0.638
C 0.648 -2.774 -0.679 -0.011
C 0.712 -3.903 -1.510 -0.265
C -0.007 -3.722 -2.655 -0.398
S -0.550 -2.068 -2.769 0.498
C 0.027 -1.695 -1.255 -0.345
C -0.172 -0.430 -0.600 -0.031
C -0.448 0.577 0.002 0.079
C -0.556 1.812 0.675 -0.203
C -0.063 2.900 -0.081 -0.128
C -0.293 4.159 0.364 -0.275
C -0.988 4.417 1.592 0.057
N -1.565 3.416 2.273 -0.411
C -1.278 2.191 1.796 0.067
H 1.910 -3.382 1.205 0.222
H 1.901 -1.683 0.788 0.227
H 0.376 -2.420 1.437 0.228
H 1.162 -4.897 -1.270 0.235
H -0.144 -4.395 -3.537 0.246
H 0.649 2.628 -0.918 0.232
H 0.090 5.082 -0.029 0.221
H -1.064 5.451 1.983 0.201
H -1.595 1.293 2.438 0.192

No. 3
178
Properties=species:S:1:pos:R:3:lowdin_charge:R:1 method="wB97M-V/def2-TZVPD" mol_weight_g_mol=1309.46 gap_ev=8.29 homo_ev=-8.66 e_tot_ev=-130066.475
C -2.194 4.265 -3.981 -0.142
C -1.666 3.896 -2.448 -0.224
C -1.794 2.238 -2.252 -0.169
C -0.367 1.519 -2.608 -0.270
C -0.749 0.564 -3.882 -0.097
C 0.565 0.937 -1.416 -0.193
C 1.755 0.054 -2.186 -0.136
C 2.580 0.775 -3.375 -0.236
C 4.002 1.492 -2.984 -0.554
S 5.206 0.431 -2.021 0.652
C 1.384 2.233 -0.744 -0.229
C 2.724 1.906 0.101 -0.096
C 2.732 2.435 1.688 -0.241
O 4.089 2.168 2.192 -0.279
Si 4.839 3.595 2.893 0.495
C 6.103 2.918 4.236 -0.213
C 5.969 4.569 1.615 -0.222
C 3.638 4.759 3.854 -0.209
O 0.515 3.281 -0.193 -0.235
S -0.627 2.800 0.913 0.844
O -1.996 3.563 0.709 -0.400
O -0.203 3.408 2.316 -0.379
C -0.727 0.965 1.049 -0.278
C -2.134 0.536 1.736 -0.564
I -4.184 0.924 0.937 0.789
C -2.217 -0.192 3.068 -0.651
C -0.927 -0.605 3.987 -0.171
I -4.173 -0.783 3.978 0.672
C -0.227 0.025 -0.249 -0.189
C -1.477 -0.856 -0.909 -0.162
O -1.944 -1.986 -0.100 -0.242
C -2.763 -2.936 -0.867 -0.205
C -2.277 -4.456 -0.367 -0.086
C 0.680 -1.105 0.498 -0.100
C 1.152 -2.493 -0.054 -0.360
C 2.816 -2.673 0.116 -0.068
O 0.835 -2.992 -1.380 -0.116
H -2.392 5.440 -4.009 0.083
H -3.245 3.771 -4.217 0.067
H -1.392 3.991 -4.802 0.078
H -2.382 4.484 -1.718 0.110
H -0.566 4.283 -2.343 0.101
H -2.629 1.964 -3.067 0.116
H -2.286 1.924 -1.244 0.038
H 0.245 2.412 -3.121 0.132
H -1.201 1.307 -4.704 0.099
H 0.127 0.016 -4.412 0.071
H -1.647 -0.194 -3.669 0.094
H 2.524 -0.441 -1.468 0.077
H 1.229 -0.878 -2.721 0.124
H 2.893 -0.092 -4.140 0.131
H 2.000 1.545 -4.043 0.119
H 3.822 2.576 -2.519 0.079
H 4.540 1.719 -4.027 0.090
H 6.481 1.012 -1.924 -0.110
H 1.812 2.804 -1.711 0.155
H 3.099 0.811 0.160 0.091
H 3.653 2.510 -0.353 0.119
H 1.972 1.836 2.345 0.115
H 2.448 3.577 1.624 0.116
H 6.522 1.857 3.954 0.038
H 5.609 2.853 5.298 0.044
H 7.040 3.639 4.337 0.053
H 6.723 5.253 2.234 0.053
H 6.643 3.764 1.080 0.046
H 5.351 5.245 0.886 0.038
H 3.594 5.847 3.371 0.057
H 3.990 4.892 4.971 0.051
H 2.512 4.370 3.829 0.053
H 0.106 0.784 1.893 0.115
H -1.260 -0.778 5.121 0.077
H -0.586 -1.687 3.614 0.097
H -0.057 0.177 3.985 0.088
H -1.078 -1.351 -1.920 0.126
H -2.407 -0.237 -1.215 0.082
H -2.709 -2.799 -2.030 0.131
H -3.876 -2.809 -0.513 0.120
H -3.111 -5.266 -0.547 0.071
H -1.280 -4.807 -0.875 0.073
H -2.057 -4.432 0.801 0.095
H 0.049 -1.347 1.493 0.122
H 1.621 -0.527 0.956 0.122
H 0.762 -3.367 0.672 0.153
H 3.074 -3.788 0.440 0.102
H 3.380 -2.358 -0.874 0.081
H 3.234 -1.993 0.998 0.099
H 1.669 -3.470 -1.715 0.120
C 7.632 -3.459 -1.251 -0.175
C 6.993 -4.383 -2.254 -0.181
C 5.739 -4.821 -1.528 -0.199
O 5.353 -3.736 -0.673 -0.185
C 6.429 -2.788 -0.626 -0.211
H 8.335 -2.748 -1.693 0.116
H 8.168 -4.045 -0.494 0.118
H 6.724 -3.822 -3.157 0.119
H 7.629 -5.221 -2.549 0.112
H 5.931 -5.693 -0.894 0.123
H 4.920 -5.060 -2.212 0.110
H 6.123 -1.907 -1.201 0.040
H 6.607 -2.484 0.409 0.124
C -5.872 -7.502 2.884 -0.184
C -6.347 -6.373 2.007 -0.181
C -5.069 -5.600 1.765 -0.212
O -3.996 -6.551 1.799 -0.152
C -4.501 -7.791 2.314 -0.205
H -6.531 -8.374 2.873 0.115
H -5.780 -7.154 3.920 0.117
H -6.727 -6.773 1.060 0.118
H -7.134 -5.764 2.461 0.116
H -4.891 -4.867 2.559 0.118
H -5.070 -5.080 0.803 0.104
H -4.559 -8.499 1.480 0.117
H -3.810 -8.188 3.062 0.118
C -3.897 3.840 4.868 -0.180
C -2.555 4.336 4.395 -0.183
C -2.554 5.766 4.888 -0.200
O -3.344 5.795 6.084 -0.143
C -4.045 4.549 6.197 -0.211
H -3.958 2.753 4.956 0.097
H -4.681 4.174 4.178 0.119
H -1.756 3.770 4.887 0.119
H -2.414 4.257 3.314 0.093
H -3.023 6.438 4.161 0.117
H -1.546 6.134 5.104 0.118
H -3.579 3.976 7.006 0.115
H -5.090 4.736 6.459 0.114
C -7.176 4.954 -5.705 -0.178
C -7.607 3.592 -6.185 -0.180
C -6.397 3.135 -6.971 -0.208
O -5.250 3.741 -6.359 -0.147
C -5.702 4.743 -5.437 -0.210
H -7.723 5.304 -4.827 0.085
H -7.308 5.689 -6.508 0.120
H -7.766 2.930 -5.326 0.117
H -8.523 3.605 -6.781 0.115
H -6.444 3.481 -8.009 0.116
H -6.283 2.047 -6.970 0.116
H -5.533 4.363 -4.423 0.111
H -5.116 5.657 -5.569 0.119
C -10.940 5.154 -2.280 -0.181
C -10.226 4.883 -0.981 -0.182
C -8.877 4.390 -1.457 -0.199
O -8.614 5.041 -2.708 -0.160
C -9.820 5.676 -3.153 -0.211
H -11.772 5.857 -2.187 0.116
H -11.329 4.215 -2.692 0.118
H -10.106 5.819 -0.422 0.118
H -10.741 4.164 -0.338 0.116
H -8.890 3.310 -1.638 0.118
H -8.075 4.615 -0.749 0.121
H -9.693 6.757 -3.030 0.122
H -9.980 5.462 -4.214 0.114
C 8.036 -0.782 7.978 -0.185
C 8.108 -1.517 6.665 -0.185
C 7.269 -0.636 5.764 -0.210
O 7.407 0.706 6.249 -0.161
C 8.043 0.664 7.534 -0.204
H 8.856 -1.022 8.661 0.115
H 7.091 -1.014 8.482 0.117
H 9.144 -1.538 6.307 0.117
H 7.743 -2.546 6.715 0.115
H 6.209 -0.905 5.820 0.120
H 7.586 -0.684 4.718 0.116
H 9.066 1.037 7.412 0.118
H 7.512 1.320 8.230 0.119
C 3.865 -9.487 -4.171 -0.183
C 5.207 -8.991 -4.644 -0.182
C 5.209 -7.561 -4.151 -0.208
O 4.419 -7.532 -2.955 -0.155
C 3.718 -8.778 -2.842 -0.202
H 3.805 -10.574 -4.083 0.116
H 3.082 -9.153 -4.861 0.118
H 6.007 -9.557 -4.152 0.118
H 5.349 -9.070 -5.725 0.117
H 4.740 -6.889 -4.878 0.120
H 6.216 -7.193 -3.936 0.113
H 4.184 -9.351 -2.033 0.119
H 2.673 -8.591 -2.580 0.119